Entry from OMol25: C13H10N4O3S in the gas phase at a distorted geometry (ωB97M-V/def2-TZVPD).

Each line ends with the Mulliken charge.
CARTESIAN COORDINATES (ANGSTROEM)
C (-5.9886, -1.8374, -0.8016)  -1.142
C (-4.6103, -1.3024, -0.3709)  0.539
C (-4.3629, 0.1228, -0.3333)  -0.181
N (-3.2310, 0.6324, 0.2150)  -0.478
C (-2.2518, -0.2733, 0.5926)  0.338
C (-0.8245, 0.1861, 1.0400)  0.643
O (-0.6577, 1.3910, 1.4458)  -0.604
O (0.1888, -0.6844, 0.9253)  -0.376
C (1.3189, -0.5063, 1.8479)  -0.711
C (2.2663, 0.3436, 0.9935)  0.589
N (3.0792, -0.3158, 0.2123)  -0.630
C (3.8741, 0.4199, -0.6113)  0.278
C (4.9910, -0.1201, -1.4926)  -0.782
C (5.6660, 0.9194, -2.1279)  -0.243
S (4.9641, 2.4309, -1.7750)  -0.164
C (3.7644, 1.7626, -0.7008)  0.467
C (2.7767, 2.4266, 0.0508)  0.297
O (2.5525, 3.5670, -0.0592)  -0.643
N (2.2095, 1.6919, 0.9917)  -0.061
C (-2.4277, -1.6691, 0.4835)  -0.272
N (-3.6399, -2.1579, 0.0780)  -0.568
H (-6.7557, -1.1329, -0.6071)  0.371
H (-6.0112, -2.2235, -1.8095)  0.271
H (-6.3005, -2.6638, -0.1557)  0.339
H (-5.0165, 0.8828, -0.7182)  0.421
H (1.8983, -1.4942, 2.1136)  0.378
H (1.0298, 0.1878, 2.6824)  0.410
H (5.1894, -1.1562, -1.4763)  0.435
H (6.3931, 0.7714, -2.9554)  0.407
H (1.5221, 2.1437, 1.5697)  0.247
H (-1.6060, -2.3424, 0.7524)  0.425

SMILES: Cc1cnc(C(=O)OCc2nc3ccsc3c(=O)[nH]2)cn1
Energy, hartree: -1344.29007
2S+1: 1

***

Entry from OMol25: C13H10N4O3S2 in the gas phase at a distorted geometry (ωB97M-V/def2-TZVPD).

Each line ends with the Mulliken charge.
CARTESIAN COORDINATES (ANGSTROEM)
O (-1.0094, 0.0980, -1.0518)  -0.701
C (-1.6783, -0.2954, -0.0925)  0.087
N (-1.0653, -0.8344, 1.0152)  -0.107
C (0.3136, -0.9536, 1.2407)  0.276
C (0.9791, -1.1989, 2.5262)  -0.501
N (2.2847, -1.2584, 2.3420)  -0.768
N (2.5631, -1.0014, 0.9928)  0.435
S (4.1614, -0.8336, 0.1434)  1.141
O (4.3455, -1.9159, -0.8862)  -0.598
O (5.2394, -0.7982, 1.1574)  -0.615
C (4.0673, 0.8156, -0.5880)  0.160
C (3.6481, 1.0512, -1.9760)  -0.605
C (3.6593, 2.3861, -2.2651)  -0.376
S (4.1602, 3.3685, -0.8733)  -0.125
C (4.4345, 1.9480, 0.1123)  -0.160
C (1.3475, -0.9221, 0.3225)  -0.299
C (-3.1719, -0.2771, -0.0894)  0.613
C (-3.9102, 0.3183, -1.1145)  -0.330
C (-5.2849, 0.3549, -1.0358)  -0.333
C (-5.9109, -0.2038, 0.0859)  -0.450
C (-5.1440, -0.8288, 1.0634)  -0.252
N (-3.7966, -0.8468, 0.9732)  -0.391
H (-1.6575, -1.1651, 1.7716)  0.289
H (0.4717, -1.4900, 3.4623)  0.396
H (3.4320, 0.2705, -2.7071)  0.394
H (3.4021, 2.7831, -3.2583)  0.392
H (4.7716, 2.0181, 1.1542)  0.419
H (1.1911, -0.8252, -0.7565)  0.440
H (-3.4156, 0.7799, -1.9810)  0.366
H (-5.8728, 0.7879, -1.8328)  0.415
H (-6.9619, -0.0924, 0.1793)  0.384
H (-5.5927, -1.2389, 1.9658)  0.400

SMILES: O=C(Nc1cnn(S(=O)(=O)c2ccsc2)c1)c1ccccn1
Energy, hartree: -1742.43694
2S+1: 1

***

The highest energy belongs to which entry?
C13H10N4O3S